--- A ---
A 13-piece molecular cluster, C27H80N8O13 overall. Source: OMol25; level of theory: wB97M-V/def2-TZVPD.

HOMO: -8.637 eV
multiplicity: 1
molecular weight: 725.0 g mol⁻¹
LUMO: 0.23 eV
Kohn-Sham gap: 8.9 eV

Last column: Mulliken charge in e.
Positions of all 128 atoms, in Å:
C1 0.20 0.00 0.46  1.450
O1 0.37 -0.52 -0.87  3.089
H1 -0.87 -0.09 0.74  -0.304
H2 0.55 0.99 0.60  -0.125
H3 0.69 -0.66 1.20  -0.128
H4 -0.15 -0.01 -1.46  -1.920
C2 -0.66 2.61 2.79  -1.086
O2 0.63 3.03 2.71  -0.436
H5 -0.93 1.91 2.02  0.018
H6 -1.25 3.47 2.68  0.828
H7 -0.89 2.26 3.80  0.458
H8 0.90 3.45 3.50  0.234
C3 0.07 -3.69 -2.02  -0.053
O3 0.94 -3.21 -2.97  -0.862
N1 -1.04 -4.24 -2.34  -0.162
N2 0.33 -3.70 -0.75  -0.289
H9 -1.30 -4.15 -3.32  0.275
H10 -1.78 -4.52 -1.72  0.285
H11 1.22 -3.25 -0.63  0.825
H12 -0.33 -3.22 -0.08  -0.109
C4 2.83 0.81 3.92  0.737
O4 2.27 1.65 4.88  -0.765
N3 3.95 0.15 4.09  -0.223
N4 2.25 0.67 2.81  0.943
H13 4.35 -0.19 4.97  0.276
H14 4.47 -0.11 3.22  0.179
H15 1.38 1.18 2.69  -0.820
H16 2.64 0.04 2.12  -0.441
C5 2.78 -0.83 -4.41  0.467
O5 3.65 0.16 -4.81  -0.713
N5 2.14 -0.83 -3.29  1.249
N6 2.47 -1.88 -5.15  -0.309
H17 2.47 -0.22 -2.57  -1.093
H18 1.65 -1.73 -3.05  -0.356
H19 2.94 -1.94 -6.08  0.347
H20 1.58 -2.38 -5.13  0.149
C6 3.27 -2.24 0.33  -0.009
O6 2.74 -1.66 1.51  -0.482
N7 4.42 -2.85 0.21  -0.404
N8 2.57 -2.34 -0.74  0.369
H21 4.96 -2.97 1.07  0.317
H22 4.92 -3.10 -0.65  0.179
H23 1.77 -1.63 -0.89  -0.957
H24 2.93 -2.75 -1.59  0.353
C7 -4.41 -0.50 3.83  -1.720
C8 -4.06 0.02 2.43  1.421
C9 -4.31 1.52 2.19  -1.186
O7 -2.87 -0.13 2.09  1.124
H25 -5.30 -0.11 4.10  0.634
H26 -3.66 -0.20 4.55  0.179
H27 -4.46 -1.56 3.81  0.313
H28 -4.74 -0.51 1.77  0.168
H29 -3.60 2.09 2.84  0.187
H30 -5.28 1.92 2.50  0.468
H31 -4.04 1.96 1.23  0.076
H32 -2.70 -1.08 2.04  -1.666
C10 -2.69 -3.37 3.07  -1.477
C11 -1.99 -3.55 1.71  0.110
C12 -2.91 -3.02 0.56  -0.136
O8 -1.01 -2.78 1.61  0.019
H33 -2.22 -4.14 3.66  0.533
H34 -3.74 -3.62 3.04  0.330
H35 -2.46 -2.44 3.62  0.142
H36 -1.76 -4.64 1.64  0.642
H37 -3.91 -3.48 0.52  0.658
H38 -2.43 -3.14 -0.43  -0.605
H39 -3.18 -1.98 0.64  -0.332
H40 -0.27 -3.19 2.15  0.130
C13 3.22 1.95 0.10  -0.986
C14 3.28 2.13 -1.38  0.530
C15 4.39 1.20 -1.84  -1.811
O9 2.26 1.84 -2.00  -0.155
H41 4.19 1.96 0.56  0.778
H42 2.86 0.92 0.25  0.009
H43 2.56 2.67 0.54  -0.074
H44 3.59 3.10 -1.67  0.427
H45 5.26 1.47 -1.31  0.565
H46 4.55 1.20 -2.93  0.279
H47 4.12 0.21 -1.58  0.254
H48 1.58 2.47 -1.68  0.009
C16 0.74 -1.71 6.17  -1.819
C17 0.29 -1.69 4.75  0.797
C18 -0.33 -0.37 4.30  -0.990
O10 1.19 -1.91 3.91  -0.471
H49 1.06 -2.73 6.22  0.475
H50 -0.06 -1.57 6.89  0.363
H51 1.51 -0.94 6.33  0.293
H52 -0.50 -2.40 4.55  0.128
H53 0.08 0.57 4.68  0.672
H54 -1.38 -0.35 4.68  0.144
H55 -0.43 -0.20 3.25  0.156
H56 1.66 -1.08 3.61  -0.009
C19 0.31 4.73 -0.01  -1.571
C20 -0.58 3.61 -0.51  2.422
C21 -2.07 3.91 -0.43  -1.222
O11 -0.24 3.10 -1.58  -0.881
H57 0.18 4.98 1.07  0.217
H58 -0.03 5.59 -0.60  0.518
H59 1.37 4.53 -0.20  0.271
H60 -0.31 2.75 0.14  -0.969
H61 -2.25 4.85 -0.91  0.387
H62 -2.29 4.06 0.64  0.364
H63 -2.77 3.13 -0.79  0.169
H64 -0.86 2.38 -1.85  0.350
C22 1.07 1.25 -6.58  -1.669
C23 0.56 1.62 -5.21  1.368
C24 -0.49 2.68 -5.26  -1.150
O12 0.28 0.71 -4.42  -0.254
H65 1.94 0.54 -6.59  0.208
H66 1.48 2.04 -7.22  0.391
H67 0.30 0.80 -7.18  0.417
H68 1.50 1.96 -4.73  0.121
H69 -0.11 3.49 -5.82  0.482
H70 -0.63 2.92 -4.20  0.005
H71 -1.45 2.46 -5.70  0.299
H72 1.09 0.53 -3.88  -0.443
C25 -2.28 -1.06 -2.99  -1.591
C26 -2.65 0.32 -2.51  0.738
C27 -3.42 0.38 -1.22  -1.763
O13 -1.64 0.97 -2.36  -0.424
H73 -3.04 -1.76 -3.15  0.655
H74 -1.61 -1.42 -2.18  0.355
H75 -1.86 -1.12 -3.97  0.374
H76 -3.22 0.76 -3.34  0.321
H77 -3.79 1.37 -0.96  0.560
H78 -2.85 0.05 -0.38  0.052
H79 -4.27 -0.23 -1.28  0.699
H80 -1.13 0.81 -3.19  -0.363

--- B ---
A 13-piece molecular cluster, C27H80N8O13 overall. Source: OMol25; level of theory: wB97M-V/def2-TZVPD.

HOMO: -7.815 eV
multiplicity: 1
molecular weight: 725.0 g mol⁻¹
LUMO: -0.09 eV
Kohn-Sham gap: 7.7 eV

Last column: Mulliken charge in e.
Positions of all 128 atoms, in Å:
C1 18.57 10.66 -1.97  -0.384
O1 18.95 10.32 -0.70  -0.516
H1 19.23 11.34 -2.52  0.166
H2 17.60 11.08 -1.89  0.728
H3 18.44 9.78 -2.56  -0.388
H4 18.21 10.62 -0.16  0.350
C2 23.69 7.51 -5.67  -0.090
O2 24.26 6.55 -4.78  -0.655
H5 24.07 7.59 -6.70  0.365
H6 23.92 8.52 -5.38  0.252
H7 22.61 7.37 -5.96  -0.218
H8 24.05 6.88 -3.92  0.279
C3 19.15 7.68 -5.72  0.387
O3 20.37 7.94 -6.11  0.420
N1 18.47 6.76 -6.34  1.640
N2 18.62 8.29 -4.70  1.721
H9 18.82 6.30 -7.23  0.272
H10 17.51 6.59 -5.98  -1.140
H11 19.09 9.15 -4.46  -0.284
H12 17.65 8.24 -4.39  -0.683
C4 20.68 4.06 -5.10  0.414
O4 21.18 2.76 -4.79  -0.844
N3 19.47 4.26 -5.58  0.342
N4 21.34 5.13 -4.89  0.368
H13 18.98 3.40 -5.72  0.137
H14 19.04 5.21 -5.69  -0.083
H15 22.18 4.98 -4.38  0.082
H16 21.11 6.15 -5.12  -0.911
C5 21.16 11.18 -5.49  0.058
O5 20.13 10.66 -4.73  -0.377
N5 21.60 12.40 -5.24  -0.413
N6 21.92 10.47 -6.24  0.104
H17 21.08 13.01 -4.64  0.265
H18 22.22 12.90 -5.86  0.184
H19 21.57 9.51 -6.38  -0.461
H20 22.66 10.72 -6.94  0.286
C6 16.20 4.94 -5.63  0.246
O6 16.52 4.39 -4.41  -0.664
N7 15.82 6.17 -5.73  -0.216
N8 16.23 4.34 -6.79  -0.142
H21 15.81 6.65 -4.81  -0.101
H22 15.49 6.53 -6.62  0.221
H23 16.73 3.46 -6.58  0.323
H24 16.03 4.56 -7.70  0.184
C7 21.66 8.39 -3.03  2.463
C8 22.83 8.39 -2.12  -0.716
C9 23.15 6.95 -1.57  -1.033
O7 23.87 8.70 -2.70  -0.486
H25 21.89 8.86 -4.02  -0.677
H26 20.90 8.95 -2.47  -0.211
H27 21.25 7.42 -3.27  -0.978
H28 22.61 9.16 -1.32  0.497
H29 24.08 6.97 -1.00  0.431
H30 23.25 6.12 -2.31  0.125
H31 22.34 6.80 -0.84  0.231
H32 23.76 9.65 -2.87  0.419
C10 16.16 7.96 -8.44  -0.385
C11 15.12 8.34 -9.59  0.238
C12 15.80 8.16 -10.85  -1.836
O8 14.07 7.68 -9.55  -0.568
H33 15.78 7.92 -7.44  0.326
H34 16.98 8.71 -8.29  -0.612
H35 16.57 7.02 -8.76  0.432
H36 14.89 9.34 -9.61  0.422
H37 15.35 8.53 -11.75  0.540
H38 15.95 7.14 -11.03  0.520
H39 16.75 8.58 -10.93  0.197
H40 13.46 8.10 -10.23  0.441
C13 20.78 9.48 -11.26  -1.640
C14 21.12 9.16 -9.82  1.021
C15 19.82 9.11 -9.07  -0.527
O9 21.73 8.08 -9.70  -0.565
H41 20.10 10.35 -11.22  0.319
H42 20.24 8.74 -11.80  0.313
H43 21.73 9.78 -11.73  0.403
H44 21.79 9.84 -9.31  0.340
H45 18.99 8.60 -9.57  0.451
H46 19.42 10.16 -9.06  0.366
H47 19.74 8.93 -7.97  -0.756
H48 22.54 8.08 -9.21  0.358
C16 15.76 11.06 -5.48  -0.833
C17 16.18 11.60 -6.82  -0.302
C18 17.69 11.46 -7.05  -0.666
O10 15.61 11.10 -7.80  -0.411
H49 16.48 11.44 -4.72  0.225
H50 15.97 9.98 -5.49  -0.300
H51 14.75 11.16 -5.29  0.726
H52 16.11 12.65 -7.04  0.403
H53 18.29 11.68 -6.15  0.068
H54 18.08 12.12 -7.79  0.629
H55 17.88 10.42 -7.29  -0.080
H56 15.64 11.74 -8.56  0.419
C19 18.97 4.08 -9.44  -1.066
C20 19.67 5.36 -9.80  0.461
C21 18.76 6.10 -10.84  -0.854
O11 19.67 6.20 -8.79  -0.502
H57 18.70 3.73 -10.42  0.560
H58 18.20 4.16 -8.71  -0.118
H59 19.79 3.29 -9.16  0.290
H60 20.68 5.20 -10.18  0.340
H61 17.80 6.37 -10.45  0.048
H62 18.56 5.52 -11.78  0.616
H63 19.28 7.03 -11.15  -0.215
H64 19.97 7.05 -9.03  -0.352
C22 19.75 6.81 -0.03  -1.061
C23 18.64 6.78 -1.06  1.198
C24 18.78 5.76 -2.19  0.255
O12 17.57 6.50 -0.48  -0.425
H65 20.07 5.79 0.27  0.398
H66 19.46 7.47 0.82  0.339
H67 20.61 7.36 -0.39  -0.200
H68 18.45 7.78 -1.50  -0.594
H69 19.08 4.76 -1.88  0.719
H70 19.55 6.06 -2.83  -0.570
H71 17.87 5.76 -2.80  -0.109
H72 17.62 5.69 -0.01  0.381
C25 13.97 8.63 -3.53  -1.694
C26 15.25 8.51 -2.76  1.921
C27 14.96 8.33 -1.27  -2.016
O13 15.95 7.54 -3.12  -0.326
H73 13.50 7.65 -3.60  0.420
H74 13.94 9.06 -4.59  0.145
H75 13.21 9.12 -2.91  0.467
H76 15.87 9.47 -2.68  -0.434
H77 14.71 7.30 -0.99  0.371
H78 14.13 8.86 -0.88  0.546
H79 15.74 8.51 -0.69  0.488
H80 16.62 7.34 -2.45  -0.389

The structure with the greatest stability is A.

--- A ---
A 2-piece molecular cluster, C2HNOS overall. Source: OMol25; level of theory: wB97M-V/def2-TZVPD.

HOMO: -10.739 eV
multiplicity: 1
molecular weight: 87.1 g mol⁻¹
LUMO: -0.68 eV
Kohn-Sham gap: 10.1 eV

Last column: Mulliken charge in e.
Positions of all 6 atoms, in Å:
C1 0.86 -0.72 0.10  0.604
C2 -1.33 0.78 -0.06  -0.120
N1 0.70 -0.02 1.08  -0.538
O1 1.19 -1.42 -0.74  -0.375
S1 -1.30 0.75 -1.58  -0.027
H1 -0.13 0.62 1.19  0.456

--- B ---
One molecule with the formula C2HNOS. Source: OMol25; level of theory: wB97M-V/def2-TZVPD.

HOMO (alpha / beta): -9.218 / -9.218 eV
multiplicity: 1
molecular weight: 87.1 g mol⁻¹
LUMO (alpha / beta): -0.70 / -0.70 eV
Kohn-Sham gap (alpha / beta): 8.5 / 8.5 eV

Last column: Mulliken charge in e.
Positions of all 6 atoms, in Å:
C1 0.34 0.99 0.07  0.054
C2 -1.46 1.15 0.09  0.260
N1 -0.43 2.00 -0.06  -0.434
O1 -2.32 -1.33 -0.02  -0.476
S1 -2.62 0.07 -0.03  0.191
H1 0.70 0.00 0.08  0.405

--- C ---
One molecule with the formula C2HNOS. Source: OMol25; level of theory: wB97M-V/def2-TZVPD.

HOMO: -11.303 eV
multiplicity: 1
molecular weight: 87.1 g mol⁻¹
LUMO: -0.71 eV
Kohn-Sham gap: 10.6 eV

Last column: Mulliken charge in e.
Positions of all 6 atoms, in Å:
N1 -1.67 1.53 -1.24  -0.348
C1 -0.77 0.92 -0.71  0.194
C2 0.10 -0.24 -0.16  0.538
O1 -0.37 -1.31 -0.53  -0.404
S1 1.28 0.26 1.04  -0.195
H1 1.43 -1.16 1.60  0.214

The structure with the greatest stability is C.

--- A ---
A 2-piece molecular cluster, C2H8OS overall. Source: OMol25; level of theory: wB97M-V/def2-TZVPD.

HOMO: -8.828 eV
multiplicity: 1
molecular weight: 80.2 g mol⁻¹
LUMO: 0.96 eV
Kohn-Sham gap: 9.8 eV

Last column: Mulliken charge in e.
Positions of all 12 atoms, in Å:
C1 -1.11 0.25 2.97  -0.500
O1 0.06 -0.17 2.29  -0.473
H1 -1.27 -0.31 3.88  0.255
H2 -0.95 1.30 3.20  0.204
H3 -1.93 0.25 2.25  0.231
H4 0.20 -1.11 2.43  0.288
C2 0.09 0.75 -2.72  -0.751
S1 0.52 -0.41 -1.38  -0.175
H5 0.93 0.81 -3.39  0.285
H6 -0.73 0.25 -3.25  0.229
H7 -0.21 1.76 -2.48  0.296
H8 1.11 0.54 -0.64  0.111

--- B ---
A 2-piece molecular cluster, C2H8OS overall. Source: OMol25; level of theory: wB97M-V/def2-TZVPD.

HOMO: -9.112 eV
multiplicity: 1
molecular weight: 80.2 g mol⁻¹
LUMO: 0.67 eV
Kohn-Sham gap: 9.8 eV

Last column: Mulliken charge in e.
Positions of all 12 atoms, in Å:
C1 0.97 -0.25 2.15  -0.506
O1 0.11 -0.27 3.22  -0.513
H1 2.05 -0.23 2.46  0.273
H2 0.86 -1.07 1.43  0.209
H3 0.80 0.61 1.51  0.229
H4 0.21 -1.26 3.63  0.333
C2 0.71 -0.29 -1.77  -0.547
S1 -1.00 0.56 -1.93  -0.237
H5 0.56 -1.39 -2.00  0.255
H6 1.10 -0.31 -0.75  0.052
H7 1.43 0.14 -2.46  0.311
H8 -1.94 -0.02 -0.93  0.141

The structure with the greatest stability is A.

--- A ---
A 2-piece molecular cluster, C28H35NO4 overall. Source: OMol25; level of theory: wB97M-V/def2-TZVPD.

HOMO: -4.550 eV
multiplicity: 1
molecular weight: 449.6 g mol⁻¹
LUMO: -3.17 eV
Kohn-Sham gap: 1.4 eV

Last column: Mulliken charge in e.
Positions of all 68 atoms, in Å:
C1 3.21 1.07 4.40  -1.003
C2 2.62 -0.29 4.68  -0.270
O1 1.29 -0.38 4.26  -0.198
C3 0.79 -1.65 4.37  0.612
C4 -0.61 -1.84 4.15  -0.530
C5 -1.22 -3.21 4.30  0.769
C6 -1.39 -3.55 5.77  -1.383
C7 -0.42 -4.28 3.55  -1.603
C8 -1.50 -0.73 3.99  0.539
O2 -1.11 0.42 3.79  -0.783
O3 -2.84 -1.02 4.12  -0.360
C9 -3.58 0.18 4.15  -0.181
C10 -3.31 0.98 5.41  -1.125
O4 1.51 -2.60 4.69  -0.743
H1 4.22 1.17 4.79  0.427
H2 3.23 1.26 3.33  0.062
H3 2.59 1.85 4.85  0.315
H4 3.17 -1.09 4.18  0.297
H5 2.62 -0.52 5.75  0.280
H6 -2.22 -3.15 3.84  0.346
H7 -1.97 -2.78 6.28  0.332
H8 -1.90 -4.50 5.91  0.385
H9 -0.42 -3.61 6.27  0.255
H10 -0.32 -4.03 2.49  0.380
H11 0.58 -4.37 3.96  0.242
H12 -0.89 -5.26 3.62  0.434
H13 -3.31 0.74 3.25  0.268
H14 -4.64 -0.11 4.07  0.306
H15 -3.91 1.88 5.49  0.372
H16 -3.50 0.37 6.29  0.278
H17 -2.26 1.27 5.44  0.310
C11 -0.69 4.93 -3.84  -1.599
C12 0.15 4.66 -2.65  0.127
N1 0.22 5.48 -1.56  0.212
C13 -0.54 6.72 -1.38  -0.950
C14 1.08 4.92 -0.61  -0.160
C15 1.57 3.71 -1.12  1.680
C16 2.38 2.89 -0.33  -0.319
C17 2.75 3.32 0.92  -0.853
C18 2.28 4.54 1.42  -0.838
C19 1.45 5.34 0.67  -0.966
C20 0.99 3.55 -2.44  1.426
C21 1.12 2.43 -3.30  -0.505
C22 2.05 1.34 -3.16  0.284
C23 3.40 1.51 -2.79  -0.942
C24 4.22 0.43 -2.57  -0.263
C25 3.74 -0.87 -2.70  0.996
C26 4.60 -2.03 -2.37  -1.457
C27 2.42 -1.06 -3.11  -0.740
C28 1.60 0.02 -3.36  -0.967
H18 -0.59 4.15 -4.60  0.351
H19 -1.74 4.99 -3.57  0.388
H20 -0.40 5.88 -4.31  0.363
H21 -0.33 7.17 -0.40  0.348
H22 -0.28 7.45 -2.14  0.330
H23 -1.61 6.53 -1.44  0.338
H24 2.70 1.93 -0.69  0.403
H25 3.39 2.70 1.53  0.422
H26 2.58 4.85 2.41  0.431
H27 1.07 6.26 1.07  0.263
H28 0.36 2.31 -4.06  0.339
H29 3.78 2.52 -2.68  0.564
H30 5.25 0.58 -2.28  0.450
H31 4.09 -2.98 -2.55  0.357
H32 5.51 -2.03 -2.97  0.351
H33 4.90 -2.02 -1.32  0.337
H34 2.04 -2.06 -3.22  0.348
H35 0.57 -0.14 -3.66  0.423

--- B ---
A 2-piece molecular cluster, C28H35NO4 overall. Source: OMol25; level of theory: wB97M-V/def2-TZVPD.

HOMO: -6.723 eV
multiplicity: 1
molecular weight: 449.6 g mol⁻¹
LUMO: -1.51 eV
Kohn-Sham gap: 5.2 eV

Last column: Mulliken charge in e.
Positions of all 68 atoms, in Å:
C1 -1.35 -4.65 -1.32  -1.378
C2 -0.31 -3.53 -1.24  0.058
C3 -0.44 -2.58 -2.42  -0.250
C4 0.70 -1.59 -2.62  -1.201
C5 0.81 -0.37 -1.78  1.579
C6 2.18 0.18 -1.76  -0.114
O1 2.54 1.32 -1.50  -0.725
O2 3.07 -0.81 -2.00  -0.171
C7 4.47 -0.45 -2.01  -0.236
C8 5.14 -1.44 -2.93  -1.218
C9 -0.27 0.61 -1.92  0.108
O3 -0.19 1.83 -1.89  -0.699
O4 -1.46 -0.02 -2.13  -0.037
C10 -2.68 0.77 -2.17  -0.180
C11 -3.58 0.18 -3.23  -1.386
H1 -1.29 -5.31 -0.45  0.397
H2 -2.37 -4.25 -1.38  0.296
H3 -1.18 -5.27 -2.22  0.334
H4 -0.41 -2.98 -0.30  0.069
H5 0.70 -3.97 -1.23  0.239
H6 -0.47 -3.18 -3.34  0.461
H7 -1.37 -2.02 -2.35  -0.072
H8 1.66 -2.12 -2.57  0.400
H9 0.60 -1.23 -3.67  0.233
H10 4.58 0.57 -2.37  0.300
H11 4.83 -0.53 -0.98  0.216
H12 6.22 -1.32 -2.90  0.425
H13 4.90 -2.48 -2.66  0.277
H14 4.81 -1.27 -3.96  0.295
H15 -3.13 0.69 -1.17  0.176
H16 -2.43 1.81 -2.39  0.356
H17 -4.54 0.70 -3.21  0.432
H18 -3.15 0.31 -4.23  0.311
H19 -3.77 -0.89 -3.06  0.283
C12 0.44 3.73 0.29  -1.904
C13 -0.51 2.85 0.97  0.531
N1 -1.70 3.28 1.45  0.335
C14 -2.16 4.65 1.37  -0.958
C15 -2.39 2.22 2.07  0.121
C16 -1.57 1.07 1.98  0.891
C17 -1.98 -0.11 2.59  -0.081
C18 -3.19 -0.12 3.28  -0.954
C19 -3.98 1.03 3.38  -0.636
C20 -3.58 2.24 2.78  -1.195
C21 -0.37 1.46 1.25  0.291
C22 0.75 0.68 1.00  0.118
C23 1.41 -0.08 2.03  0.428
C24 1.16 0.15 3.41  -0.214
C25 1.84 -0.53 4.41  -0.870
C26 2.84 -1.45 4.06  -0.425
C27 3.15 -1.66 2.71  -0.823
C28 2.44 -1.01 1.71  -0.208
H20 1.36 3.17 0.11  0.248
H21 0.05 4.03 -0.69  0.318
H22 0.66 4.63 0.88  0.598
H23 -3.15 4.72 1.84  0.364
H24 -1.47 5.34 1.87  0.300
H25 -2.24 4.95 0.32  0.305
H26 -1.33 -0.98 2.52  0.581
H27 -3.52 -1.04 3.77  0.410
H28 -4.92 0.98 3.92  0.403
H29 -4.14 3.16 2.90  0.297
H30 1.28 0.88 0.09  0.154
H31 0.43 0.92 3.69  0.406
H32 1.59 -0.34 5.45  0.390
H33 3.37 -2.00 4.84  0.379
H34 3.95 -2.36 2.44  0.421
H35 2.67 -1.18 0.65  0.403

The structure with the greatest stability is B.